Record 1
81
Properties=species:S:1:pos:R:3:mulliken_charge:R:1 method="wB97M-V/def2-TZVPD" gap_ev=9.686 relative_energy_kcal_mol=75.09 smiles=CCO.CCO.CCO.CCO.CCO.CCO.CCO.CCO.CCO charge=0 energy_ev=-37966.609
O 0.65564 5.20306 -5.78043 -0.52
O 4.54870 -3.71218 -4.66371 -0.53
O -1.98359 0.17814 -2.94171 -0.57
O 0.38839 0.65590 -1.53114 -0.31
O 1.18003 0.93446 4.26492 -0.63
O -2.25184 -5.05502 3.19390 -0.49
O 1.17272 3.09191 -0.47626 -0.43
O -4.91574 -1.03908 0.97018 -0.62
O 2.02882 -1.45327 2.70503 -0.34
C -0.13831 -1.04676 0.12363 -0.45
C -3.82988 -1.43430 1.80760 0.04
C 0.42566 3.69787 -3.92800 -0.74
C 1.90579 -2.35287 3.81350 -0.51
C 0.94202 -0.36314 -0.71243 -0.19
C -1.13987 -4.20962 1.28159 -0.49
C -2.79219 1.28495 -2.57788 -0.13
C 3.08976 -2.10602 -3.52704 -0.63
C 4.24826 -2.32930 -4.48295 -0.43
C -0.21168 1.16692 3.98992 0.28
C 0.51079 -2.95629 3.80703 -0.08
C 3.17776 4.47795 -0.29589 -1.34
C -0.34334 2.08853 2.78434 -0.61
C -3.37708 -0.26129 2.63941 -0.82
C -3.40448 1.07033 -1.18170 -0.44
C 0.37996 5.14092 -4.37306 -0.35
C 2.46287 3.19861 0.12913 -0.08
C -2.45687 -4.75804 1.82847 -0.22
H -3.60618 1.43399 -3.29166 0.42
H -3.04592 -1.87232 1.17929 0.04
H 3.15934 -2.78437 -2.68018 0.27
H 0.52469 6.12345 -6.03121 0.30
H 2.59437 5.35935 -0.03142 0.36
H 0.07219 3.57180 -2.90472 0.04
H -0.29514 -2.23240 3.68317 -0.21
H -1.02997 -3.16488 1.57875 -0.42
H 2.34949 3.25152 1.22039 0.25
H -2.21220 2.21584 -2.56304 -0.02
H -1.07082 -4.28594 0.20062 0.40
H 2.12698 -2.23103 -4.02150 0.28
H 3.15659 -1.06205 -3.20940 0.21
H 0.29134 -1.73977 0.84781 0.09
H 0.70011 3.89108 -0.21940 0.22
H -3.04290 -5.44905 3.57144 0.27
H 1.43658 3.28404 -3.96907 0.34
H -2.58294 -0.58079 3.31497 0.11
H -0.63712 1.62949 4.88209 0.35
H -3.90769 0.11126 -1.09967 0.16
H -1.38466 2.39012 2.62218 0.39
H 2.60033 -3.18518 3.67683 0.40
H -4.18596 -2.23794 2.46970 0.39
H -4.07914 1.87627 -0.88293 0.43
H -3.30041 -4.09495 1.63078 0.17
H 5.15880 -1.86521 -4.08605 0.28
H 0.19527 3.03331 2.88250 0.38
H 0.30772 -3.43666 4.76910 0.48
H -0.34329 -4.74494 1.79771 0.50
H 1.76257 -0.02388 -0.07864 0.29
H 4.18092 4.51707 0.12858 0.39
H 1.09007 5.76645 -3.82309 0.26
H -0.71700 0.21188 3.83632 -0.35
H -1.15702 0.33188 -2.44050 0.35
H -0.16419 3.03363 -4.56077 0.38
H -2.58487 1.05551 -0.45614 -0.17
H -5.08980 -1.72060 0.31738 0.32
H 1.40293 0.09334 3.84341 0.28
H -0.91804 -1.51240 -0.47797 0.47
H -2.72475 -5.65882 1.26021 0.36
H 1.30491 -1.16117 -1.37094 0.16
H 0.42783 -3.75063 3.06643 -0.13
H 3.30680 4.46894 -1.38200 0.32
H -3.04063 0.53791 1.97908 0.00
H 0.79025 1.49991 -1.23889 0.05
H 4.09738 -1.89081 -5.46749 0.27
H -4.21046 0.07551 3.25651 0.48
H 2.92680 -1.43856 2.36641 0.20
H -0.63247 5.52925 -4.20757 0.29
H 2.11855 -1.82951 4.74817 0.32
H 0.03307 1.60890 1.87880 -0.17
H -0.65930 -0.30979 0.74825 -0.19
H 5.19125 -4.05401 -4.04442 0.29
H 3.04344 2.30359 -0.08464 0.30

Record 2
81
Properties=species:S:1:pos:R:3:mulliken_charge:R:1 method="wB97M-V/def2-TZVPD" gap_ev=9.856 relative_energy_kcal_mol=306.90 smiles=CCO.CCO.CCO.CCO.CCO.CCO.CCO.CCO.CCO charge=0 energy_ev=-37956.557
O -0.79344 6.03715 0.67575 -0.54
O -1.34844 1.07815 3.61975 -0.44
O 1.80356 1.56115 -4.86725 -0.53
O -1.69244 0.68115 0.72575 -0.29
O -4.29844 1.22815 -0.54725 -0.48
O 1.98056 -0.33085 3.09375 -0.52
O 3.33956 -2.30185 -1.20125 -0.41
O 1.22656 -6.19885 -1.43225 -0.48
O 3.26256 -0.30585 0.46675 -0.59
C 3.94356 1.79815 1.29075 -1.59
C 1.69056 -2.27285 4.52275 -1.28
C -0.15244 2.38215 -3.67425 -1.19
C -0.18744 -5.95185 -1.25225 -0.35
C 3.53456 1.07115 0.08875 0.50
C 1.28156 -1.59985 3.16275 -0.31
C 2.60456 -1.23185 -3.22025 -0.66
C -3.66544 0.82215 3.81075 -0.98
C -0.84644 -0.99985 -0.79225 -1.24
C -0.93044 3.78915 1.20675 -0.39
C -0.51944 0.19815 0.12875 0.96
C -2.44144 1.50215 4.32575 -0.19
C -4.47444 0.90215 -1.86825 0.03
C -0.22144 -4.44485 -1.04525 -1.07
C 3.14656 -2.57285 -2.54425 -0.26
C -1.21344 5.22915 1.68675 -0.71
C 1.40756 2.24715 -3.82725 -0.03
C -4.59744 -0.60585 -2.07325 -1.20
H 4.30556 0.73815 -0.60925 0.34
H 3.86956 2.77715 1.08675 0.50
H 0.10256 0.84015 -0.63625 -0.42
H 0.21256 -3.97185 -0.28225 0.52
H -0.58444 5.49015 2.55975 0.35
H -0.95544 3.01915 1.98175 0.13
H -4.35844 -0.87985 -2.99425 0.51
H 3.98556 -2.87485 -3.26725 0.34
H -1.41444 -1.01085 -1.64825 0.64
H -1.45444 0.58015 1.74475 0.08
H 2.36656 -3.37285 -2.74725 0.15
H 0.15656 3.69415 0.80175 0.14
H -0.61344 0.83215 4.27375 0.24
H 1.11256 -1.84585 5.32575 0.30
H 2.63256 1.24715 -4.84525 0.31
H 1.33356 -3.36185 4.59175 0.30
H -1.33644 -4.29285 -0.92925 0.34
H -2.12144 5.40215 1.98475 0.44
H -1.67944 3.70815 0.48275 0.31
H 2.24556 -1.38585 -4.33625 0.34
H -0.61044 1.41015 -3.39525 0.12
H 2.64856 -2.09085 4.83475 0.40
H -5.39144 -0.86785 -1.58525 0.46
H 2.38156 -0.24685 2.31875 0.30
H 3.09656 1.70415 2.06175 0.19
H 1.55656 -1.00685 -2.81525 0.06
H 0.15056 -1.48085 2.96275 0.20
H -4.65844 1.08915 4.25975 0.40
H 1.46556 -7.07085 -1.47525 0.27
H -0.80444 -6.16785 -2.08625 0.29
H 3.43456 -0.91585 -0.23925 0.38
H -3.78744 -0.95685 -1.52925 0.10
H -3.68844 1.15715 -2.62325 0.06
H 3.72456 -3.02585 -0.75725 0.18
H 3.24156 -0.40985 -3.08925 0.24
H 2.68856 1.37315 -0.55725 -0.17
H 4.68056 1.31515 1.61875 0.51
H -0.49244 2.69515 -4.64325 0.44
H 0.16056 -1.52285 -1.19525 -0.36
H -0.03044 -3.89685 -1.97525 0.22
H -2.44944 1.21715 5.31675 0.39
H -3.83044 -0.46285 3.98475 0.20
H -3.45644 0.94015 -0.34325 0.24
H -0.71744 -6.41085 -0.36325 0.28
H 1.88756 3.11415 -4.32225 0.39
H -1.48944 -1.81685 -0.39025 0.43
H 0.00556 0.09015 1.03075 0.12
H -3.85344 1.07515 2.75475 0.13
H -2.48244 2.60615 4.28075 0.24
H 1.59956 -1.93885 2.35175 0.56
H -0.59044 3.09715 -3.10625 0.48
H -5.37244 1.48215 -2.23725 0.31
H -0.39544 6.85615 0.90175 0.30
H 1.73456 2.02515 -2.94725 0.02

Record 3
81
Properties=species:S:1:pos:R:3:mulliken_charge:R:1 method="wB97M-V/def2-TZVPD" gap_ev=9.878 relative_energy_kcal_mol=60.89 smiles=CCO.CCO.CCO.CCO.CCO.CCO.CCO.CCO.CCO charge=0 energy_ev=-37967.225
O -2.64109 -1.04529 2.62510 -0.44
O 1.80261 -4.87350 -1.63260 -0.55
O -3.06746 -3.98662 -3.68460 -0.55
O 1.91102 3.03581 -1.51024 -0.56
O 1.14059 0.57244 -5.15218 -0.52
O -0.20461 4.47094 3.96135 -0.57
O -1.30372 0.81647 0.91632 -0.50
O 5.29068 -0.23018 -0.07822 -0.59
O -3.16031 2.94259 0.85048 -0.48
C 0.03446 0.35037 1.08290 0.01
C -1.88097 2.84627 4.51479 -1.10
C -3.89861 5.17555 0.50360 -1.50
C 0.88502 3.76923 -0.83119 -0.25
C 3.63000 -3.77138 -2.70285 -1.15
C 4.53698 -1.78050 1.55803 -1.18
C -3.92124 -2.93286 1.72230 -0.72
C -2.70747 4.28726 0.76017 0.69
C 1.44798 -0.39324 -3.00485 -0.14
C 0.20660 -1.04322 0.58645 -0.52
C -2.72924 -3.73521 -2.32186 -0.53
C 2.97043 -4.07414 -1.38821 0.31
C 1.54668 -0.61897 -4.48731 -0.55
C -3.94948 -1.60621 2.46137 -0.38
C 1.37177 4.05787 0.55558 -0.86
C -1.31516 -3.22382 -2.14625 -0.47
C 4.15708 -0.61532 0.70036 0.57
C -0.55829 3.08813 3.84590 0.10
H -0.04871 3.19470 -0.80140 0.22
H -2.22591 1.83070 4.30767 0.16
H 0.60422 4.51678 1.18054 0.19
H 2.04303 0.46304 -2.68142 0.24
H -2.63271 3.52767 4.11714 0.28
H -1.98513 4.38320 -0.05870 -0.04
H -0.42915 -1.79585 1.05605 0.46
H -0.61706 2.76551 2.79737 -0.04
H 0.89957 -1.46042 -4.77060 0.31
H -2.38325 2.36631 0.82311 0.45
H 2.95159 -3.23781 -3.36339 0.18
H -1.15370 -2.21763 -2.53569 0.24
H -3.63183 6.22680 0.63316 0.38
H -3.69121 -2.77943 0.66780 0.00
H 0.67731 4.69075 -1.38848 0.47
H -1.80011 2.96459 5.59545 0.36
H -0.59310 -3.88508 -2.63197 0.28
H 2.24255 4.71562 0.55194 0.41
H 3.69854 -2.06014 2.19941 0.32
H -4.70198 4.95059 1.20807 0.34
H -3.10368 -3.15058 -4.15622 0.31
H -4.42881 -1.71087 3.43981 0.35
H 4.80983 -2.63770 0.94148 0.23
H 1.23378 -1.40724 0.71655 0.05
H 0.05170 -1.09127 -0.49301 -0.15
H 0.75107 4.52546 3.87991 0.31
H 0.40737 -0.26632 -2.71220 0.21
H -2.22294 4.57846 1.70116 0.06
H 3.32215 -0.91007 0.05096 -0.27
H -1.91627 0.13469 1.21614 0.09
H 0.65028 1.04384 0.50366 -0.04
H 4.51871 -3.16497 -2.51116 0.33
H 3.97112 -4.70584 -3.14675 0.39
H 5.39149 -1.54052 2.19203 0.37
H -4.51442 -0.85592 1.91087 0.29
H -4.30128 5.04414 -0.50158 0.34
H 1.61043 2.85832 -2.40670 0.28
H -4.87994 -3.44207 1.81688 0.41
H 1.68818 3.12088 1.02277 0.16
H 3.66272 -4.62253 -0.73910 0.39
H 2.68724 -3.15430 -0.85910 -0.18
H -1.05533 -3.25673 -1.08394 0.14
H 1.89411 -1.25071 -2.49206 -0.14
H 5.00732 0.42560 -0.72086 0.32
H -2.81928 -4.70154 -1.82856 0.33
H -3.43459 -3.02742 -1.87270 0.28
H 1.40567 -5.04865 -0.77501 0.30
H -2.16684 -1.57348 3.27364 0.24
H 2.56802 -0.91456 -4.76200 0.33
H 1.13478 0.41054 -6.09919 0.29
H -3.14961 -3.58322 2.14006 0.27
H 0.34784 0.50063 2.12508 0.19
H 3.82380 0.23571 1.30488 0.25
H 0.23814 2.49588 4.31385 0.53